A molecular structure, C43H107BaBr2Cl4N8O10 at a distorted geometry. Source: the Open Molecules 2025 dataset; level of theory: the ωB97M-V functional and the def2-TZVPD basis.

Each line ends with the Mulliken charge.
CARTESIAN COORDINATES (ANGSTROEM)
Ba 2.37 6.22 3.70  0.72
O -1.12 13.49 3.44  -0.63
C -1.55 12.57 2.47  -0.17
C -0.95 11.07 2.47  -0.37
O 0.36 10.76 1.99  -0.57
H -1.24 12.98 1.51  0.19
H -2.63 12.43 2.42  0.22
H -1.49 10.38 1.81  0.26
H -1.15 10.52 3.39  0.28
C -2.16 2.99 -1.85  -1.99
C -2.16 1.64 -1.19  1.85
C -2.81 0.73 -2.22  -1.49
C -2.50 -0.78 -2.17  -0.79
C -0.92 -0.91 -1.98  -1.39
C -0.45 -0.09 -0.70  1.71
N -0.82 1.30 -0.82  0.17
O -0.27 2.11 0.33  -0.90
C 1.08 -0.08 -0.88  -1.84
C -0.98 -0.82 0.59  -1.54
C -3.15 1.59 -0.02  -1.77
H -3.15 3.31 -2.18  0.40
H -1.54 3.02 -2.76  0.47
H -1.82 3.78 -1.17  0.35
H -2.69 1.16 -3.21  0.46
H -3.89 0.80 -2.18  0.46
H -2.76 -1.40 -3.02  0.42
H -3.00 -1.24 -1.32  0.31
H -0.41 -0.61 -2.89  0.35
H -0.64 -1.94 -1.74  0.60
H 1.69 0.33 -0.07  0.33
H 1.46 0.63 -1.61  0.45
H 1.46 -1.06 -1.15  0.37
H -0.88 -1.90 0.65  0.30
H -2.04 -0.63 0.77  0.33
H -0.48 -0.39 1.46  0.29
H -4.08 2.06 -0.32  0.41
H -2.76 1.89 0.96  0.34
H -3.39 0.54 0.15  0.34
Br -11.43 1.30 -0.67  -0.18
C -10.07 -0.07 -0.11  -0.71
C -9.70 0.00 1.32  -0.48
Br -8.46 -1.51 1.64  -0.15
H -9.23 0.12 -0.78  0.38
H -10.47 -1.05 -0.39  0.40
H -10.54 -0.15 2.01  0.36
H -9.28 0.99 1.52  0.37
C -1.50 -8.44 -7.58  -1.22
C -1.09 -6.94 -8.02  0.30
C -2.24 -6.29 -8.84  -0.76
O -2.29 -6.80 -10.22  -0.36
C -3.27 -6.20 -11.05  -0.66
N -0.88 -6.18 -6.82  -0.61
H -0.59 -8.94 -7.27  0.32
H -1.92 -8.95 -8.45  0.32
H -2.22 -8.55 -6.77  0.32
H -0.23 -6.98 -8.68  0.32
H -2.31 -5.21 -8.71  0.44
H -3.25 -6.52 -8.49  0.37
H -4.17 -5.96 -10.48  0.30
H -3.49 -6.88 -11.87  0.23
H -2.77 -5.35 -11.53  0.25
H -1.63 -5.78 -6.29  0.21
H -0.23 -5.41 -6.83  0.23
C -1.85 -4.54 7.39  -1.21
C -3.22 -4.33 6.61  0.33
C -4.31 -5.18 7.21  -0.65
O -4.11 -6.63 7.33  -0.35
C -3.48 -7.27 6.21  -0.73
N -3.54 -2.91 6.41  -0.71
H -1.01 -4.16 6.80  0.35
H -1.61 -5.60 7.47  0.29
H -1.84 -4.01 8.34  0.33
H -3.16 -4.67 5.58  0.26
H -5.17 -5.01 6.56  0.33
H -4.70 -4.79 8.15  0.36
H -2.89 -6.66 5.52  0.30
H -4.23 -7.87 5.70  0.30
H -2.69 -7.90 6.64  0.26
H -3.14 -2.44 5.61  0.27
H -4.51 -2.93 6.12  0.26
C 8.71 6.22 2.51  -1.49
C 7.15 6.23 2.28  0.38
C 6.91 6.08 0.76  -0.78
O 5.51 6.20 0.51  -0.23
C 5.13 5.75 -0.83  -0.80
N 6.67 5.11 3.12  -0.64
H 9.04 6.15 3.55  0.43
H 9.08 7.13 2.04  0.38
H 9.24 5.36 2.09  0.39
H 6.66 7.14 2.62  0.32
H 7.34 5.11 0.54  0.33
H 7.54 6.86 0.32  0.33
H 5.55 6.39 -1.61  0.31
H 4.05 5.84 -0.98  0.29
H 5.42 4.73 -1.06  0.32
H 6.97 5.29 4.06  0.24
H 7.21 4.27 3.00  0.26
C 8.27 -5.38 -2.55  -1.30
C 7.83 -6.85 -2.69  0.06
C 6.33 -6.97 -3.01  -0.47
O 5.97 -8.31 -2.93  -0.33
C 4.59 -8.66 -3.00  -0.76
N 8.55 -7.24 -3.87  -0.69
H 7.92 -4.80 -3.41  0.33
H 9.36 -5.37 -2.52  0.38
H 7.93 -4.88 -1.64  0.35
H 8.01 -7.46 -1.80  0.37
H 6.04 -6.48 -3.94  0.30
H 5.79 -6.48 -2.19  0.35
H 4.46 -9.56 -3.60  0.26
H 3.95 -7.85 -3.35  0.33
H 4.06 -8.87 -2.06  0.28
H 8.19 -6.53 -4.49  0.27
H 8.36 -8.16 -4.23  0.27
C 5.13 -5.71 3.49  -1.25
C 5.42 -4.78 4.58  0.04
C 5.79 -5.41 5.89  -0.76
O 6.88 -6.31 5.78  -0.32
C 7.67 -6.49 6.93  -0.80
N 6.51 -3.92 4.19  -0.76
H 4.76 -5.17 2.62  0.39
H 4.44 -6.48 3.83  0.33
H 6.10 -6.18 3.33  0.32
H 4.53 -4.19 4.82  0.39
H 4.96 -5.89 6.42  0.37
H 6.18 -4.62 6.54  0.47
H 8.54 -5.83 6.91  0.28
H 7.90 -7.56 6.87  0.25
H 7.15 -6.33 7.87  0.35
H 7.07 -4.74 4.02  0.39
H 6.20 -3.75 3.24  0.31
C -2.93 3.21 6.81  -1.52
C -1.50 3.74 6.83  0.51
C -0.45 2.61 6.84  -1.02
O 0.94 2.93 6.50  -0.34
C 1.78 1.73 6.43  -0.74
N -1.42 4.69 5.78  -0.59
H -3.21 2.81 5.83  0.42
H -3.63 3.92 7.24  0.40
H -3.03 2.31 7.41  0.36
H -1.43 4.34 7.74  0.31
H -0.83 1.75 6.29  0.43
H -0.50 2.17 7.84  0.36
H 2.86 1.83 6.52  0.28
H 1.63 1.22 5.48  0.32
H 1.46 1.03 7.21  0.28
H -1.95 4.38 4.98  0.27
H -1.98 5.43 6.16  0.30
C -2.13 12.48 -5.54  -1.25
C -2.40 11.66 -4.29  0.12
C -3.47 10.54 -4.52  -0.80
O -3.07 9.66 -5.57  -0.34
C -4.19 8.78 -5.91  -0.75
N -1.15 11.00 -3.91  -0.76
H -3.06 12.90 -5.93  0.32
H -1.67 11.88 -6.32  0.29
H -1.53 13.33 -5.23  0.35
H -2.76 12.34 -3.52  0.41
H -4.38 11.10 -4.74  0.41
H -3.80 10.10 -3.59  0.49
H -4.71 8.47 -5.00  0.31
H -3.96 7.91 -6.51  0.26
H -4.86 9.30 -6.59  0.28
H -1.34 10.19 -3.33  0.29
H -1.06 10.56 -4.81  0.36
C -4.83 -6.90 -0.85  -0.20
Cl -3.22 -7.30 -0.29  -0.14
Cl -6.06 -8.13 -0.30  -0.17
H -5.10 -5.88 -0.57  0.27
H -4.77 -6.99 -1.94  0.23
C -6.12 0.43 -8.89  -0.26
Cl -7.50 -0.26 -9.73  -0.15
Cl -6.59 1.73 -7.71  -0.14
H -5.37 -0.20 -8.42  0.30
H -5.54 0.75 -9.76  0.25

Calculated values
Maximum force in Eh/bohr: 0.0981
E_HOMO in eV: -2.63
Total charge: -1
Spin multiplicity: 1